[1]
This record from the Open Molecules 2025 dataset describes C42H28AsBr2N7O6W as an isolated structure. The level of theory is ωB97M-V/def2-TZVPD.

Calculated values
Spin multiplicity ... 3
Gap between HOMO and LUMO (alpha / beta) ... 5.6713 / 6.9349 eV
⟨S²⟩ ... 2.02

XYZ file:
```
87
Properties=species:S:1:pos:R:3:lowdin_charge:R:1
W -0.982 1.072 -0.055 1.7276
Br 0.740 -0.432 -1.582 0.4589
Br 6.063 -0.475 -0.979 0.7413
As -0.836 -2.115 0.434 1.2375
O 1.152 -0.524 3.374 0.1247
O -1.533 3.128 0.009 -0.1643
O -1.321 1.552 -1.930 -0.3169
O 0.673 0.195 1.266 -0.2568
O -2.823 4.647 1.034 0.1264
O -1.663 -0.624 0.795 -0.5957
N 3.874 4.252 -4.151 0.0735
N -3.073 1.188 -0.037 0.0273
N 0.726 2.408 -0.346 -0.0543
N 2.690 4.573 -4.309 0.0825
N -5.442 1.591 0.241 0.1035
N -1.090 1.815 2.003 0.0169
N -7.046 1.412 2.114 0.0905
C -1.338 -3.913 -1.730 -0.0995
C -2.161 3.641 1.041 -0.5473
C -2.880 -2.596 2.427 -0.0689
C 2.611 3.789 0.031 0.0000
C -3.712 -3.376 3.225 -0.0635
C -6.265 1.496 1.265 -0.3860
C -2.925 -3.553 -3.495 -0.0724
C -0.571 2.917 -3.707 0.0344
C 4.296 3.086 -3.394 -0.2751
C 3.624 1.868 -3.365 -0.0210
C 6.070 2.147 -2.064 -0.1192
C -1.783 -4.588 1.637 -0.1120
C 0.967 -3.295 2.217 -0.1157
C 5.368 0.957 -2.002 -0.6838
C -3.255 -2.319 -2.951 -0.0549
C 2.633 4.176 -1.272 0.0193
C 1.613 3.956 -3.570 -0.2319
C 0.659 2.864 -1.639 -0.1808
C -0.463 2.452 -2.430 -0.3539
C 2.218 -3.613 2.733 -0.0698
C -2.618 -5.361 2.426 -0.0729
C -2.253 3.191 3.548 0.0186
C -0.543 1.093 3.020 -0.2027
C -1.918 -3.201 1.626 -0.3053
C 1.659 3.671 -2.176 -0.1032
C 1.646 2.849 0.456 -0.0630
C 0.478 3.680 -4.272 0.0016
C 0.856 -2.913 0.877 -0.3089
C -1.875 2.855 2.278 -0.1872
C -1.681 -2.681 -1.187 -0.3449
C 0.433 0.234 2.536 -0.4721
C -3.585 -4.755 3.219 -0.0772
C 4.162 0.799 -2.668 -0.1197
C 5.531 3.206 -2.779 -0.0321
C -4.210 1.387 0.158 -0.2559
C 3.228 -3.142 0.604 -0.0598
C -1.787 2.379 4.612 -0.0391
C -2.627 -1.871 -1.796 -0.0880
C 3.345 -3.526 1.932 -0.0589
C -1.963 -4.348 -2.887 -0.0737
C -0.922 1.351 4.362 0.0134
C 1.990 -2.818 0.074 -0.1332
H -2.987 -1.520 2.422 0.0994
H 2.685 1.735 -3.887 0.1229
H 3.374 4.882 -1.622 0.1242
H -1.020 -5.065 1.035 0.1012
H -2.913 -0.921 -1.371 0.0760
H -4.242 -5.362 3.828 0.1056
H -2.096 2.594 5.627 0.1109
H -3.421 -3.897 -4.393 0.1060
H 6.057 4.150 -2.845 0.1183
H 1.908 -2.524 -0.956 0.0155
H 1.717 -1.111 2.851 0.0980
H -4.012 -1.701 -3.415 0.1123
H -4.459 -2.900 3.846 0.1100
H -0.584 -4.530 -1.255 0.0998
H -1.443 2.650 -4.288 0.1281
H -2.878 4.058 3.700 0.1237
H -1.701 -5.308 -3.314 0.1063
H 7.022 2.250 -1.560 0.1025
H -2.515 -6.439 2.426 0.1061
H 3.624 -0.137 -2.619 0.0704
H 3.325 4.173 0.745 0.1151
H 2.304 -3.916 3.769 0.1161
H 1.641 2.458 1.464 0.1243
H -0.505 0.738 5.149 0.1187
H 0.100 -3.356 2.853 0.1063
H 4.107 -3.079 -0.022 0.0928
H 4.320 -3.751 2.345 0.1124
H 0.428 3.986 -5.310 0.1209
```


[2]
This record from the Open Molecules 2025 dataset describes a 6-piece molecular cluster, C3H17NO7 overall. The level of theory is ωB97M-V/def2-TZVPD.

Calculated values
ΔE to the lowest compared entry with this formula, charge and spin ... 3.167 eV
Spin multiplicity ... 1
Gap between HOMO and LUMO ... 9.6934 eV

XYZ file:
```
28
Properties=species:S:1:pos:R:3:lowdin_charge:R:1
O -2.542 0.373 -0.933 0.0033
O -0.100 2.258 -1.304 -0.0561
O 2.585 1.283 1.045 -0.0488
O -0.003 -3.814 0.740 -0.0624
O -0.897 1.379 2.402 -0.0507
O -1.034 -1.575 -4.189 -0.0797
O 2.778 2.714 -1.297 -0.0413
N -0.808 -0.571 0.003 0.0128
C -0.660 -2.681 1.272 -0.2420
C -2.098 -0.156 0.075 -0.3698
C -0.144 -1.223 1.107 -0.1799
H 1.991 1.776 0.460 0.0064
H 3.432 2.169 -0.875 0.0420
H -1.627 -2.809 0.759 0.1211
H -0.324 1.260 1.624 0.0161
H -0.767 -2.838 2.361 0.1183
H 1.987 1.182 1.791 0.0327
H -0.768 -0.781 -3.683 0.0334
H -0.319 -0.562 1.983 0.0923
H 0.781 -4.007 1.253 0.0772
H 0.850 2.456 -1.230 -0.0082
H -0.354 -0.177 -0.809 0.1248
H -1.759 1.659 2.124 0.0386
H 0.937 -1.236 1.141 0.1148
H 2.946 3.657 -1.405 0.0747
H -0.810 -2.317 -3.592 0.0413
H -2.689 -0.330 0.985 0.1444
H -0.585 2.910 -1.810 0.0446
```


[3]
This record from the Open Molecules 2025 dataset describes C24H26HfN4S2Si as an isolated structure. The level of theory is ωB97M-V/def2-TZVPD.

Calculated values
ΔE to the lowest compared entry with this formula, charge and spin ... 0.000 eV
Spin multiplicity ... 1
Gap between HOMO and LUMO ... 6.6748 eV
Net charge ... +2

XYZ file:
```
58
Properties=species:S:1:pos:R:3:lowdin_charge:R:1
Hf -0.418 -0.191 1.162 1.4556
S 3.155 -1.764 3.920 1.1376
S -3.289 -1.640 4.640 1.1453
Si -0.293 -0.747 -1.743 0.5807
N 1.086 -1.292 2.406 -0.0697
N -1.570 -1.151 2.760 -0.0791
N -3.731 -0.253 2.342 0.1443
N 3.158 -0.621 1.447 0.1353
C 4.329 -0.418 -2.593 -0.0665
C 0.585 -1.839 3.613 -0.3084
C -3.207 2.083 -2.528 -0.0741
C 0.126 1.996 0.402 -0.1597
C -2.613 2.925 -3.488 -0.0573
C -1.366 -2.134 -2.395 -0.1498
C -1.201 2.026 0.930 -0.1632
C 2.179 0.620 -2.192 -0.1407
C -1.197 0.693 -2.599 -0.3041
C 2.421 -1.206 2.417 -0.6177
C -1.639 -2.133 4.858 -0.2882
C 1.577 -2.152 4.522 -0.2926
C 1.530 -0.622 -2.301 -0.3054
C 2.306 -1.770 -2.536 -0.0933
C -0.841 -1.797 3.786 -0.3005
C 3.690 -1.662 -2.676 -0.0698
C -1.127 1.713 2.321 -0.1738
C -2.855 -0.965 3.073 -0.6282
C -1.343 2.639 -4.023 -0.0444
C -0.635 1.504 -3.577 -0.0847
C 3.564 0.719 -2.321 -0.0747
C -2.506 0.943 -2.139 -0.1603
C 1.022 1.641 1.456 -0.1707
C 0.249 1.499 2.654 -0.1434
H 1.805 -2.737 -2.629 0.1050
H 2.115 1.661 1.414 0.1298
H 5.418 -0.342 -2.709 0.1189
H -4.678 -0.197 2.668 0.1234
H 0.654 -0.659 -0.265 -0.0337
H -2.095 2.351 0.393 0.1325
H -2.124 -2.457 -1.672 0.0404
H 1.611 1.532 -2.012 0.0798
H 4.160 -0.624 1.551 0.1235
H 1.375 -2.563 5.503 0.0970
H -3.479 0.112 1.426 0.1087
H -0.893 3.290 -4.776 0.1158
H -1.945 1.794 3.039 0.1347
H -1.850 -1.786 -3.300 0.0550
H 0.655 1.412 3.667 0.1470
H -2.990 0.256 -1.435 0.0835
H 2.773 -0.553 0.497 0.0978
H -4.190 2.271 -2.089 0.1111
H -3.170 3.788 -3.833 0.1097
H 4.054 1.687 -2.191 0.1149
H -0.772 -3.025 -2.620 0.0367
H 0.333 1.265 -4.003 0.1027
H 0.416 2.333 -0.597 0.1243
H -1.259 -2.640 5.733 0.0969
H -1.353 -0.251 -0.510 -0.0490
H 4.284 -2.563 -2.846 0.1151
```


[4]
This record from the Open Molecules 2025 dataset describes a 13-piece molecular cluster, C23H70F6O12P overall. The level of theory is ωB97M-V/def2-TZVPD.

Calculated values
ΔE to the lowest compared entry with this formula, charge and spin ... 0.000 eV
Spin multiplicity ... 1
Gap between HOMO and LUMO ... 9.8231 eV
Net charge ... -1

XYZ file:
```
112
Properties=species:S:1:pos:R:3:lowdin_charge:R:1
P 21.098 7.045 -17.080 0.2096
F 19.651 6.785 -16.370 -0.1604
F 21.233 8.398 -16.167 -0.1535
F 21.050 5.659 -17.886 -0.1365
F 22.530 7.373 -17.748 -0.1576
F 21.819 6.246 -15.858 -0.1547
F 20.326 7.789 -18.292 -0.1397
O 25.391 7.128 -22.283 -0.0884
O 16.632 5.793 -20.003 -0.0842
O 18.700 12.696 -15.630 -0.0639
O 18.318 2.236 -14.247 -0.0470
O 19.574 5.640 -20.263 -0.0721
O 24.475 5.550 -17.028 -0.0742
O 22.361 6.932 -12.453 -0.0651
O 19.817 6.685 -13.654 -0.0822
O 24.044 1.672 -13.344 -0.0749
O 21.945 11.950 -20.228 -0.0752
O 22.826 10.504 -17.911 -0.0980
O 21.546 9.428 -11.261 -0.0763
C 24.453 7.017 -11.289 -0.0453
C 21.111 10.288 -13.437 -0.0403
C 19.607 1.285 -16.189 -0.0558
C 16.889 5.508 -18.634 -0.3192
C 24.643 10.356 -16.290 -0.0683
C 18.645 2.324 -15.635 -0.4951
C 21.988 10.972 -21.269 -0.4983
C 21.067 9.831 -20.921 -0.0581
C 22.286 3.096 -14.212 -0.0767
C 24.239 10.432 -17.762 -0.2977
C 21.556 11.712 -22.535 -0.0643
C 19.029 12.538 -18.009 -0.0510
C 15.642 5.572 -17.762 -0.0773
C 18.861 3.766 -16.028 -0.0454
C 23.073 11.082 -12.025 -0.0539
C 23.737 6.669 -12.591 -0.4743
C 21.584 10.639 -12.046 -0.4280
C 24.295 7.426 -13.807 -0.0440
C 23.604 6.384 -20.943 -0.0743
C 24.259 7.604 -21.566 -0.3187
C 23.613 3.020 -13.466 -0.3263
C 19.209 11.853 -16.665 -0.4888
C 18.605 10.453 -16.633 -0.0517
H 17.386 4.543 -18.537 0.1028
H 24.056 6.346 -17.394 0.0006
H 25.729 10.492 -16.311 0.0766
H 21.486 2.524 -13.744 0.0755
H 18.418 1.315 -13.984 0.0775
H 17.546 10.417 -16.904 0.0812
H 22.234 7.837 -12.110 0.0592
H 20.769 6.655 -13.463 -0.0126
H 22.103 11.464 -19.396 0.0438
H 23.025 10.646 -21.430 0.1243
H 22.444 9.731 -17.472 0.0534
H 19.095 3.886 -17.087 0.0716
H 18.742 6.036 -19.986 -0.0161
H 23.954 6.437 -10.511 0.0812
H 22.989 5.841 -21.659 0.0779
H 15.851 5.239 -16.741 0.0654
H 21.509 9.349 -13.821 0.0672
H 20.994 9.103 -21.737 0.0819
H 24.392 3.611 -13.955 0.1076
H 23.035 6.682 -20.061 0.0520
H 20.542 12.103 -22.443 0.0794
H 24.183 8.491 -13.590 0.0555
H 19.722 4.229 -15.540 0.0667
H 15.293 6.579 -17.525 0.0737
H 21.988 4.148 -14.242 0.0637
H 23.416 3.514 -12.507 0.1000
H 23.864 7.128 -14.761 0.0543
H 23.701 10.479 -12.682 0.0564
H 17.975 4.346 -15.782 0.0771
H 25.797 7.852 -22.770 0.0749
H 25.370 7.249 -13.924 0.0849
H 20.599 1.357 -15.727 0.0574
H 15.884 5.296 -20.344 0.0810
H 21.001 11.408 -11.535 0.1332
H 19.786 6.931 -14.592 -0.0211
H 23.507 10.924 -11.034 0.0686
H 23.200 12.135 -12.287 0.0754
H 21.725 9.659 -10.345 0.0921
H 25.002 1.636 -13.369 0.0724
H 21.400 9.244 -20.066 0.0577
H 17.789 12.922 -15.846 0.0779
H 19.781 1.433 -17.255 0.0832
H 24.567 8.295 -20.772 0.1007
H 22.369 2.788 -15.256 0.0711
H 17.694 1.993 -16.094 0.1232
H 19.530 13.505 -18.028 0.0815
H 23.900 5.623 -12.860 0.1046
H 20.027 10.225 -13.533 0.0837
H 24.480 9.325 -15.969 0.0564
H 19.270 0.260 -16.021 0.0734
H 24.474 8.094 -11.132 0.0710
H 19.069 9.826 -17.401 0.0628
H 17.583 6.290 -18.321 0.1071
H 20.253 11.689 -16.385 0.1249
H 23.531 8.079 -22.233 0.1024
H 24.744 9.627 -18.306 0.1069
H 20.040 10.151 -20.735 0.0837
H 24.573 11.364 -18.225 0.1131
H 14.868 4.946 -18.211 0.0707
H 24.314 5.666 -20.528 0.0777
H 22.339 12.426 -22.785 0.0734
H 21.441 11.019 -23.376 0.0725
H 19.322 11.864 -18.814 0.0669
H 18.827 9.937 -15.700 0.0678
H 20.203 5.871 -19.556 -0.0069
H 21.438 11.064 -14.136 0.0814
H 17.970 12.755 -18.189 0.0778
H 25.479 6.637 -11.289 0.0759
H 23.734 5.017 -16.723 0.0146
H 24.124 11.056 -15.643 0.0735
```